Entry from the Open Molecules 2025 dataset: a molecular structure, C41H48IN7O6PbSSi at a distorted geometry (ωB97M-V with the def2-TZVPD basis set).

Properties
gap between HOMO and LUMO	0.15280	Eh
ΔE to the lowest compared entry with this formula, charge and spin	32.3	kcal per mole
total charge	0
spin multiplicity	1
E_HOMO	-7.214	eV
lowest unoccupied orbital energy	-0.1123	hartree

Atoms and positions in Å:
1 Pb 1.236 0.245 0.033
2 N 2.189 1.310 -3.188
3 N 2.706 0.134 -3.725
4 C 3.271 -0.857 -3.057
5 N 3.859 -1.824 -3.779
6 S 3.360 -0.970 -1.355
7 H 1.250 1.147 -2.835
8 H 2.766 1.645 -2.419
9 H 2.773 0.139 -4.733
10 H 3.748 -1.869 -4.779
11 H 4.139 -2.662 -3.299
12 C 2.993 2.921 4.679
13 C 2.842 2.990 3.158
14 C 1.536 3.605 2.731
15 C 1.385 4.986 2.790
16 C 0.232 5.606 2.344
17 C -0.815 4.845 1.851
18 C -0.716 3.463 1.794
19 C -1.907 2.633 1.393
20 C -2.708 2.164 2.610
21 C 0.474 2.857 2.221
22 N 0.555 1.436 2.073
23 C 0.540 0.646 3.078
24 C 0.716 -0.749 2.934
25 C 0.549 -1.771 3.860
26 C 0.763 -2.969 3.166
27 C 1.062 -2.618 1.857
28 N 1.049 -1.274 1.721
29 H 3.996 2.590 4.956
30 H 2.279 2.221 5.120
31 H 2.821 3.897 5.135
32 H 2.953 2.002 2.724
33 H 3.647 3.604 2.746
34 H 2.204 5.584 3.173
35 H 0.149 6.685 2.378
36 H -1.723 5.325 1.503
37 H -1.584 1.755 0.831
38 H -2.553 3.226 0.744
39 H -2.099 1.537 3.266
40 H -3.575 1.580 2.298
41 H -3.060 3.017 3.192
42 H 0.347 1.044 4.075
43 H 0.275 -1.645 4.896
44 H 0.707 -3.973 3.554
45 H 1.301 -3.263 1.031
46 O -2.677 6.030 -1.845
47 C -3.129 4.913 -2.091
48 O -4.184 4.389 -2.459
49 C -1.996 3.758 -1.839
50 C -2.311 2.428 -2.075
51 C -1.368 1.476 -1.776
52 N -0.164 1.801 -1.270
53 C 0.147 3.104 -1.091
54 C -0.745 4.126 -1.371
55 C 1.522 3.437 -0.585
56 O 1.838 4.600 -0.483
57 O 2.250 2.383 -0.355
58 H -3.275 2.143 -2.473
59 H -1.548 0.433 -1.928
60 H -0.445 5.148 -1.206
61 N 5.772 0.381 1.673
62 C 4.570 -0.203 1.560
63 O 3.560 0.457 1.332
64 C 4.524 -1.699 1.744
65 I 4.711 -2.179 3.813
66 H 5.831 1.382 1.577
67 H 6.595 -0.142 1.913
68 H 5.331 -2.204 1.220
69 H 3.559 -2.080 1.433
70 C 0.489 -3.075 -3.551
71 C -0.116 -3.644 -2.261
72 C 1.040 -4.046 -1.341
73 C -0.928 -4.910 -2.553
74 Si -1.113 -2.251 -1.415
75 O -0.100 -0.987 -1.117
76 C -2.572 -1.736 -2.516
77 C -3.472 -0.811 -1.961
78 C -4.589 -0.367 -2.647
79 C -4.858 -0.856 -3.918
80 C -4.008 -1.795 -4.480
81 C -2.881 -2.223 -3.787
82 C -2.043 -2.814 0.122
83 C -2.911 -3.911 0.110
84 C -3.703 -4.219 1.205
85 C -3.662 -3.421 2.341
86 C -2.831 -2.313 2.368
87 C -2.036 -2.019 1.269
88 H 1.087 -3.846 -4.055
89 H 1.142 -2.234 -3.316
90 H -0.258 -2.720 -4.259
91 H 1.698 -4.762 -1.850
92 H 0.666 -4.532 -0.438
93 H 1.643 -3.183 -1.055
94 H -0.322 -5.613 -3.136
95 H -1.842 -4.718 -3.116
96 H -1.207 -5.416 -1.628
97 H -3.307 -0.450 -0.950
98 H -5.258 0.349 -2.187
99 H -5.734 -0.520 -4.457
100 H -4.223 -2.204 -5.459
101 H -2.246 -2.958 -4.262
102 H -2.992 -4.529 -0.776
103 H -4.363 -5.077 1.168
104 H -4.289 -3.655 3.193
105 H -2.799 -1.676 3.244
106 H -1.405 -1.140 1.303

Mulliken atomic charge list, values in e, 99 entries: atom 1 (Pb): 2.33, atom 2 (N): -0.72, atom 3 (N): 0.03, atom 4 (C): 0.63, atom 5 (N): -0.36, atom 6 (S): -0.33, atom 7 (H): 0.27, atom 8 (H): 0.36, atom 9 (H): 0.24, atom 10 (H): 0.21, atom 11 (H): 0.24, atom 12 (C): -1.38, atom 13 (C): -0.01, atom 14 (C): 0.82, atom 15 (C): -0.44, atom 16 (C): -1.17, atom 17 (C): -0.52, atom 18 (C): 0.72, atom 19 (C): 1.04, atom 20 (C): -1.51, atom 21 (C): -1.23, atom 22 (N): 1.53, atom 23 (C): -0.60, atom 24 (C): -0.13, atom 25 (C): -1.13, atom 26 (C): -1.32, atom 27 (C): -1.04, atom 28 (N): 1.16, atom 29 (H): 0.42, atom 30 (H): 0.26, atom 31 (H): 0.39, atom 32 (H): -0.82, atom 33 (H): 0.70, atom 34 (H): 0.48, atom 35 (H): 0.43, atom 36 (H): 0.50, atom 37 (H): -1.20, atom 38 (H): 0.28, atom 39 (H): 0.21, atom 40 (H): 0.46, atom 41 (H): 0.38, atom 42 (H): 0.56, atom 43 (H): 0.59, atom 44 (H): 0.54, atom 45 (H): 0.50, atom 46 (O): -0.70, atom 47 (C): 0.32, atom 48 (O): -0.71, atom 49 (C): -0.22, atom 50 (C): -0.69, atom 51 (C): -0.63, atom 52 (N): 0.58, atom 53 (C): 0.64, atom 54 (C): -0.84, atom 55 (C): 0.18, atom 56 (O): -0.69, atom 57 (O): -0.78, atom 58 (H): 0.70, atom 59 (H): 0.12, atom 60 (H): 0.76, atom 61 (N): -0.28, atom 62 (C): -0.10, atom 63 (O): -0.62, atom 64 (C): -0.30, atom 65 (I): 0.06, atom 66 (H): 0.27, atom 67 (H): 0.20, atom 68 (H): 0.57, atom 69 (H): -0.33, atom 70 (C): -1.55, atom 71 (C): 2.60, atom 72 (C): -1.81, atom 73 (C): -2.02, atom 74 (Si): 0.18, atom 75 (O): 0.48, atom 76 (C): 1.46, atom 77 (C): -0.64, atom 78 (C): -0.56, atom 79 (C): -0.73, atom 80 (C): -0.97, atom 81 (C): -0.75, atom 82 (C): 0.97, atom 83 (C): -0.62, atom 84 (C): -0.99, atom 85 (C): -0.82, atom 86 (C): -0.66, atom 87 (C): -0.03, atom 88 (H): 0.59, atom 89 (H): 0.00, atom 90 (H): 0.25, atom 91 (H): 0.66, atom 92 (H): 0.39, atom 93 (H): -0.14, atom 94 (H): 0.52, atom 95 (H): 0.28, atom 96 (H): 0.39, atom 97 (H): 0.57, atom 98 (H): 0.48, atom 99 (H): 0.40

Entry from the Open Molecules 2025 dataset: a single C2H6N2OS molecule at a distorted geometry (ωB97M-V with the def2-TZVPD basis set).

Properties
gap between HOMO and LUMO	0.37734	Eh
ΔE to the lowest compared entry with this formula, charge and spin	98.4	kcal per mole
total charge	0
spin multiplicity	1
E_HOMO	-9.393	eV
lowest unoccupied orbital energy	0.0321	hartree

Atoms and positions in Å:
1 C 1.219 0.274 -0.186
2 C 0.204 -0.733 -0.813
3 N -1.621 -0.569 0.971
4 N 0.417 1.163 0.632
5 O -0.695 1.548 -0.127
6 S -1.441 0.032 -0.425
7 H 2.012 -0.229 0.331
8 H 1.608 0.991 -0.976
9 H 0.508 -0.824 -1.791
10 H 0.157 -1.708 -0.289
11 H -2.494 -0.392 1.315
12 H 0.125 0.447 1.356

Partial charges, Mulliken, in e: atom 1 (C): -0.52, atom 2 (C): -0.45, atom 3 (N): -0.65, atom 4 (N): -0.42, atom 5 (O): -0.29, atom 6 (S): 0.33, atom 7 (H): 0.32, atom 8 (H): 0.28, atom 9 (H): 0.42, atom 10 (H): 0.31, atom 11 (H): 0.23, atom 12 (H): 0.45